Here is a cluster of 8 separate species, C32H56O12 in total in a non-equilibrium geometry from OMol25. Energies are from ωB97M-V/def2-TZVPD.

Output
HOMO (spin up / spin down) (eV): 0.6 / -7.3
Molar mass (g mol⁻¹): 632.79
Expectation value of S²: 0.751
Frontier orbital gap (spin up / spin down) (eV): 1.74 / 9.58
Charge: -1
Energy (Ha): -2155.620611
Spin multiplicity: 2
LUMO (spin up / spin down) (hartree): 0.0854 / 0.0838

Each line ends with the Mulliken spin population.
Cartesian coordinates (Å):
1 O -5.37371 22.15922 -2.69627  0.00
2 O -11.37847 20.08163 -1.76576  -0.15
3 O -12.90377 20.91458 -0.22284  -0.05
4 O -7.34152 21.90465 -6.42654  -0.02
5 O -5.01431 24.69971 -0.80212  -0.05
6 O -9.48057 26.09271 -1.68997  -0.78
7 O -12.10106 19.35550 2.41553  -0.05
8 O -4.84249 15.92818 -1.13771  -0.01
9 O -9.63781 19.61647 -6.52457  -0.01
10 O -12.59417 21.42685 3.27264  -0.11
11 O -7.06675 16.01367 -0.59306  -0.02
12 O -7.30705 21.06047 -2.36098  -0.09
13 C -3.13334 24.91886 0.73386  0.01
14 C -4.64611 18.02155 -2.09392  0.01
15 C -5.38889 20.54804 -5.90513  0.01
16 C -6.60637 22.14434 -2.51610  -0.23
17 C -14.80504 21.09948 -1.59986  0.11
18 C -9.79090 28.25507 -1.41783  0.04
19 C -10.81769 26.26191 -1.97379  1.44
20 C -11.08416 27.57451 -1.27819  0.28
21 C -11.82850 20.18963 -6.01748  0.44
22 C -10.23627 20.73246 2.70739  0.28
23 C -6.22659 22.78729 -6.34143  0.14
24 C -13.55496 20.95840 -2.51381  0.41
25 C -14.21712 21.50029 -0.25759  0.92
26 C -7.51738 23.39204 -2.30836  -0.41
27 C -3.56645 24.43472 -0.68835  -0.01
28 C -6.11676 17.79318 -1.91539  -0.02
29 C -10.17409 19.97018 -7.79313  0.02
30 C -6.89759 20.55263 -6.25137  0.02
31 C -5.50579 24.56717 0.49030  -0.02
32 C -10.40010 20.13959 -5.46497  -0.02
33 C -11.75365 20.62122 2.83644  0.04
34 C -3.93904 16.67007 -1.87471  -0.01
35 C -11.02785 18.60906 1.85237  0.11
36 C -8.70625 22.77717 -1.48868  -0.52
37 C -8.69765 27.21568 -1.41077  0.01
38 C -12.44883 20.64213 -1.51487  -0.66
39 C -9.89566 19.68317 1.71873  -0.19
40 C -4.96281 21.84436 -6.56837  0.00
41 C -8.68087 21.32413 -1.92394  0.94
42 C -6.06494 16.46815 -1.16315  0.05
43 C -11.62761 20.09082 -7.47671  -0.07
44 C -4.45321 25.13635 1.39571  -0.02
45 H -7.11883 24.32708 -1.91471  0.07
46 H -8.96512 20.67028 -1.09946  -0.05
47 H -2.52838 25.81834 0.61953  0.00
48 H -12.10874 20.92160 -7.99286  0.01
49 H -11.52499 25.51440 -1.61455  0.03
50 H -9.64475 29.09818 -0.74261  -0.09
51 H -9.74912 28.69274 -2.41522  0.01
52 H -9.90435 21.74866 2.49464  -0.09
53 H -3.27335 23.40209 -0.87771  0.00
54 H -5.08453 20.55821 -4.85853  0.00
55 H -14.82637 21.11719 0.56104  0.03
56 H -8.87758 19.29797 1.77548  -0.08
57 H -14.23336 22.58979 -0.22886  -0.24
58 H -3.02130 16.68767 -1.28689  0.00
59 H -4.76084 21.71084 -7.63114  0.00
60 H -4.17370 22.46674 -6.14644  0.00
61 H -7.41642 20.11655 -5.39771  -0.01
62 H -9.70840 20.90956 -8.09112  0.03
63 H -9.83784 20.41498 3.67101  0.01
64 H -6.62312 17.70904 -2.87696  0.01
65 H -7.89450 27.47088 -2.10209  0.04
66 H -6.58141 18.60684 -1.35847  0.00
67 H -12.18250 19.22144 -7.82937  0.00
68 H -11.27323 27.41777 -0.21622  -0.21
69 H -4.16402 18.58788 -1.29707  0.00
70 H -10.00895 20.27569 0.81088  0.08
71 H -6.33043 23.28433 -5.37693  -0.06
72 H -15.19804 20.09756 -1.42721  0.05
73 H -11.02818 26.41030 -3.03293  -0.15
74 H -8.25839 27.27490 -0.41496  0.02
75 H -8.64695 22.84007 -0.40211  0.22
76 H -6.97533 19.86611 -7.09443  0.01
77 H -6.51591 24.96317 0.59498  0.11
78 H -13.32170 21.81892 -3.14086  0.07
79 H -4.36242 24.64864 2.36627  -0.01
80 H -6.23446 23.60176 -7.06578  0.02
81 H -9.96881 19.27153 -8.60421  -0.01
82 H -7.79582 23.54230 -3.35142  0.09
83 H -12.39292 19.29433 -5.75678  0.06
84 H -11.29761 18.31986 0.83664  0.00
85 H -10.67315 17.82080 2.51639  -0.01
86 H -5.68584 23.50487 0.65525  0.04
87 H -9.37939 21.19105 -2.75005  0.04
88 H -3.07876 24.93861 -1.52283  0.00
89 H -4.67025 26.19280 1.55349  -0.01
90 H -9.55603 23.42241 -1.71147  -0.05
91 H -10.24991 19.56349 -4.55193  -0.05
92 H -11.84716 28.12600 -1.82756  -0.06
93 H -4.40372 18.57066 -3.00376  0.00
94 H -4.95224 19.77734 -6.54031  0.00
95 H -15.68122 21.62401 -1.98102  -0.43
96 H -3.79480 16.12213 -2.80587  0.00
97 H -12.35900 21.11026 -5.77431  -0.33
98 H -13.64516 20.12476 -3.21024  0.13
99 H -10.08054 21.13031 -5.14174  0.00
100 H -2.55066 24.17215 1.27333  0.00

Cartesian forces (eV/Å) of the 6 atoms listed first:
-2.725 -0.594 -0.158
-2.243 1.472 1.153
0.863 -0.083 -1.316
-0.057 -0.642 -0.781
2.089 0.182 -0.596
2.746 -3.839 -0.099

***

Here is a cluster of 2 separate species, C2HBrF4O2S in total in a non-equilibrium geometry from OMol25. Energies are from ωB97M-V/def2-TZVPD.

Output
HOMO (spin up / spin down) (eV): -9.0 / -10.4
Molar mass (g mol⁻¹): 244.99
Frontier orbital gap (spin up / spin down) (eV): 7.30 / 9.76
Energy (Ha): -3598.794040
Spin multiplicity: 1
LUMO (spin up / spin down) (hartree): -0.0640 / -0.0235

Each line ends with the Löwdin charge.
Cartesian coordinates (Å):
1 Br 2.57332 0.02602 -0.28963  0.95
2 S -0.44175 1.28117 -0.16598  0.58
3 F -1.54301 -0.18959 1.68715  0.04
4 F -1.64103 2.40065 -0.27255  -0.19
5 F 1.04710 -2.01097 -1.21483  0.06
6 F 1.49750 -2.15674 0.90534  0.06
7 O -0.00329 1.05917 -1.49670  -0.30
8 O 0.44545 1.74686 0.83334  -0.30
9 C -1.33705 -0.10187 0.37798  -0.17
10 C 1.37237 -1.34890 -0.12384  -0.85
11 H -1.96961 -0.70580 -0.24028  0.11

Cartesian forces (eV/Å) of the 6 atoms listed first:
1.194 -0.183 -0.107
-1.012 1.009 -0.378
0.040 0.119 -0.445
1.150 -1.087 0.147
0.282 -0.098 0.002
0.232 -0.095 -0.048

***

Here is a cluster of 5 separate species, C10H31BrN2O4 in total in a non-equilibrium geometry from OMol25. Energies are from ωB97M-V/def2-TZVPD.

Output
HOMO (eV): -8.6
Molar mass (g mol⁻¹): 323.27
Frontier orbital gap (eV): 7.33
Energy (Ha): -3383.990357
Spin multiplicity: 1
LUMO (hartree): -0.0466

Each line ends with the Löwdin charge.
Cartesian coordinates (Å):
1 Br -0.31706 1.77647 2.19635  0.00
2 O 3.70320 -0.98431 2.41485  -0.19
3 O -2.15375 -2.34096 -2.57392  -0.18
4 O 1.53166 3.02405 -0.30278  -0.14
5 O -2.95176 1.50303 4.02176  0.21
6 N 0.87960 -1.47064 1.25889  0.03
7 N -2.84196 -0.23306 0.37753  0.03
8 C -3.08983 0.57457 -1.96462  -0.05
9 C -2.91035 -0.63089 -1.03457  -0.44
10 C 0.57212 3.32005 -1.30835  -0.34
11 C 3.33554 -1.06058 1.05181  -0.21
12 C -0.58917 4.19566 -0.88618  -0.10
13 C 2.05007 -2.49092 -0.57903  -0.07
14 C 2.16140 -2.00858 0.84475  -0.45
15 C -1.11710 -3.19285 -3.01093  -0.11
16 C 4.66261 0.00406 2.71550  -0.11
17 C -1.81335 -1.57443 -1.43114  -0.22
18 H 0.98611 -1.06397 2.18493  0.04
19 H -1.62425 -2.31006 -0.64058  0.13
20 H 1.13619 2.46137 0.37848  -0.08
21 H -0.35917 -2.63179 -3.56973  0.09
22 H 2.28895 -2.87231 1.50523  0.14
23 H -1.02381 3.76981 0.01864  0.02
24 H -3.56373 0.46509 0.52379  0.05
25 H 0.49676 -0.69318 0.73037  0.01
26 H -3.63483 2.14968 3.76170  0.17
27 H 0.24400 2.33123 -1.65052  0.10
28 H -3.29789 0.61375 3.80129  0.17
29 H -0.86402 -1.04307 -1.59352  0.12
30 H -1.30235 4.22598 -1.71254  0.07
31 H 4.99266 -0.13894 3.74249  0.08
32 H -0.62901 -3.76946 -2.22573  0.08
33 H -3.83282 -1.22131 -1.08852  0.14
34 H -3.32515 0.20216 -2.96229  0.08
35 H 4.29261 1.03538 2.71078  0.09
36 H -2.15012 1.13072 -1.94557  0.07
37 H 2.98804 -2.97532 -0.85170  0.08
38 H 1.09440 3.77782 -2.15020  0.11
39 H -0.29525 5.22808 -0.69447  0.07
40 H -2.07761 1.66460 3.52814  -0.07
41 H 1.18566 -3.14731 -0.67532  0.06
42 H -3.91171 1.19274 -1.60547  0.07
43 H -1.55491 -3.83153 -3.77734  0.09
44 H 1.79537 -1.70714 -1.29899  0.08
45 H -1.98886 0.28427 0.59569  -0.03
46 H 4.26079 -1.40289 0.56477  0.12
47 H 5.46944 -0.05648 1.97985  0.08
48 H 3.09264 -0.07861 0.62643  0.13

Cartesian forces (eV/Å) of the 6 atoms listed first:
-1.091 -0.103 0.823
-0.878 0.260 0.730
-0.295 0.327 -0.092
0.394 0.626 0.046
-1.257 -0.331 0.491
-0.506 0.422 0.984

***

Here is a structure of composition C36H34AuN4O2S in a non-equilibrium geometry from OMol25. Energies are from ωB97M-V/def2-TZVPD.

Output
HOMO (eV): -11.0
Molar mass (g mol⁻¹): 783.73
Frontier orbital gap (eV): 6.64
Charge: +1
Energy (Ha): -2295.335132
Spin multiplicity: 1
LUMO (hartree): -0.1612

Each line ends with the Löwdin charge.
Cartesian coordinates (Å):
1 Au -0.96357 0.06385 -0.08910  1.32
2 S -4.09562 3.58575 -0.71108  1.08
3 O -1.14184 0.38586 1.86850  -0.30
4 O -1.10958 -0.28674 -2.03512  -0.29
5 N -0.94620 -3.09623 0.96382  -0.02
6 N 1.22178 -0.11703 -0.07099  0.10
7 N -1.90589 -2.08843 0.66333  -0.08
8 N -2.18204 1.97419 -0.36188  -0.11
9 C 0.15070 -4.20996 -2.33202  -0.08
10 C -0.34220 2.84141 2.90138  -0.05
11 C -2.26620 -0.27484 -5.91086  -0.07
12 C -1.68364 3.21238 -0.05638  -0.23
13 C -1.75823 -0.52873 -4.64867  -0.02
14 C -1.49478 0.39904 -6.84755  -0.08
15 C 0.11620 4.13858 3.06108  -0.08
16 C 1.69237 -2.23680 -3.52211  -0.02
17 C -0.26420 -2.88514 -2.29910  -0.06
18 C 1.47595 4.38837 3.19672  -0.08
19 C 3.21006 -0.52133 1.12038  0.00
20 C -3.43379 2.01374 -0.71854  -0.44
21 C -2.33341 -0.73475 5.58951  -0.07
22 C 2.36686 3.32899 3.17479  -0.07
23 C 0.50704 -1.88774 -2.88658  -0.14
24 C 1.89289 0.09246 -1.20813  -0.23
25 C 1.82492 -0.42033 1.08311  -0.24
26 C -1.88390 -0.33697 4.33795  -0.03
27 C 3.93490 -0.33987 -0.04320  -0.01
28 C -0.10249 -0.55155 6.44180  -0.07
29 C -0.53973 -0.05617 4.12406  -0.14
30 C 2.10858 -3.56055 -3.55040  -0.06
31 C 0.34492 -0.14851 5.19455  -0.03
32 C -0.21452 0.80207 -6.50957  -0.07
33 C 0.55168 1.77318 2.86312  -0.14
34 C -2.58665 4.21277 -0.19012  -0.36
35 C 0.99299 -0.71632 2.28819  -0.05
36 C 0.29581 0.54857 -5.24262  -0.03
37 C -1.44260 -0.85136 6.64408  -0.08
38 C -0.47690 -0.10961 -4.29376  -0.13
39 C 1.14387 0.51651 -2.43351  -0.06
40 C 3.27301 -0.03436 -1.22159  0.01
41 C 1.90844 2.02652 3.00909  -0.03
42 C -0.04641 0.35632 2.71857  -0.46
43 C -0.00511 -0.42644 -2.85675  -0.47
44 C 1.34035 -4.55125 -2.95659  -0.08
45 H 0.39925 1.32122 -7.23454  0.11
46 H -0.50058 -3.38102 0.09894  0.04
47 H 0.40242 -1.61349 2.07356  0.11
48 H -2.22585 -1.68405 1.53804  0.07
49 H 1.66206 -5.58349 -2.99600  0.11
50 H 1.64759 -0.95061 3.12327  0.12
51 H -2.45158 5.26748 -0.01911  0.08
52 H -1.39089 -3.90721 1.37816  0.09
53 H -0.46340 -4.98252 -1.88349  0.11
54 H 1.30382 0.87738 -5.02752  0.10
55 H -1.88425 0.59698 -7.83733  0.11
56 H 1.83590 5.39898 3.33747  0.11
57 H 0.68947 1.49755 -2.25600  0.14
58 H -2.57812 -0.22737 3.51542  0.10
59 H -1.79008 -1.16277 7.62009  0.11
60 H -2.35458 -1.06101 -3.92027  0.11
61 H -2.70552 -2.43956 0.14426  0.10
62 H -1.20019 -2.60317 -1.83510  0.09
63 H 3.03167 -3.82273 -4.05130  0.11
64 H -3.38290 -0.95307 5.74096  0.11
65 H 1.38887 0.11259 5.06837  0.11
66 H -1.40215 2.64127 2.81199  0.12
67 H 2.29878 -1.48894 -4.02015  0.12
68 H 2.63010 1.21975 3.00590  0.10
69 H -0.59273 4.95711 3.09287  0.11
70 H 0.59791 -0.62589 7.26363  0.11
71 H 3.81943 0.11961 -2.14066  0.12
72 H -3.26438 -0.60623 -6.16651  0.11
73 H -0.65916 3.31842 0.26506  0.11
74 H 3.42765 3.51147 3.29284  0.11
75 H 3.70488 -0.75944 2.05117  0.13
76 H 1.86015 0.61355 -3.24266  0.10
77 H -4.00040 1.14141 -1.00561  0.09
78 H 5.01299 -0.43181 -0.03351  0.12

Cartesian forces (eV/Å) of the 6 atoms listed first:
0.754 0.572 0.133
0.257 -0.251 0.045
-0.395 -0.127 -0.679
-0.617 0.227 0.634
0.128 -0.076 -0.005
-0.887 -0.121 0.136